# 1
{
  "formula": "C38H24CrN9",
  "method": "ωB97M-V with the def2-TZVPD basis set",
  "species": ["Cr", "C", "C", "C", "C", "C", "N", "C", "N", "C", "C", "C", "C", "C", "C", "C", "C", "N", "C", "N", "C", "N", "C", "N", "C", "N", "C", "C", "C", "C", "C", "C", "C", "C", "C", "C", "C", "C", "N", "C", "C", "H", "H", "H", "H", "H", "H", "H", "H", "H", "H", "H", "H", "H", "H", "H", "H", "C", "C", "C", "C", "C", "C", "N", "H", "H", "H", "H", "H", "H", "H", "H"],
  "coordinates": [[-0.020, 0.312, 0.278], [-5.096, 3.898, -2.036], [-5.786, 2.665, -1.997], [-5.194, 1.526, -1.506], [-3.870, 1.625, -1.059], [-2.972, 0.684, -0.464], [-1.756, 1.289, -0.220], [-1.893, 2.603, -0.546], [-1.042, 3.608, -0.252], [0.100, 3.431, 0.295], [0.917, 4.547, 0.780], [0.695, 5.915, 0.807], [1.691, 6.705, 1.359], [2.872, 6.149, 1.859], [3.092, 4.781, 1.818], [2.084, 4.000, 1.277], [2.004, 2.553, 1.035], [3.074, 1.808, 1.165], [2.931, 0.531, 0.783], [1.826, -0.157, 0.866], [1.912, -1.360, 0.031], [0.449, -2.986, 1.420], [-0.812, -2.491, 1.212], [-1.211, -1.270, 0.859], [-2.587, -1.377, 0.539], [-3.344, -0.528, -0.087], [-3.033, -2.713, 0.846], [-4.273, -3.341, 0.733], [-4.343, -4.674, 1.080], [-3.212, -5.381, 1.528], [-1.983, -4.764, 1.631], [-1.914, -3.417, 1.279], [3.320, -1.316, -0.522], [4.000, -2.162, -1.379], [5.327, -1.866, -1.662], [5.961, -0.757, -1.102], [5.275, 0.095, -0.250], [3.954, -0.215, 0.029], [0.773, 2.219, 0.529], [-3.186, 2.844, -1.101], [-3.802, 4.006, -1.588], [-5.605, 4.771, -2.424], [-6.806, 2.626, -2.359], [-5.723, 0.584, -1.464], [-0.219, 6.338, 0.413], [1.556, 7.778, 1.405], [3.626, 6.802, 2.279], [4.005, 4.333, 2.184], [-5.138, -2.794, 0.384], [-5.289, -5.195, 1.007], [-3.314, -6.425, 1.795], [-1.108, -5.298, 1.976], [3.514, -3.021, -1.824], [5.884, -2.504, -2.336], [6.995, -0.557, -1.347], [5.740, 0.973, 0.177], [-3.270, 4.947, -1.605], [2.843, -2.867, 1.892], [1.740, -2.588, 0.902], [1.047, -3.711, 0.220], [0.409, -3.411, -1.080], [0.221, -2.138, -1.494], [-0.693, -1.786, -2.627], [0.830, -1.047, -0.886], [2.600, -3.771, 2.448], [2.928, -2.043, 2.602], [3.805, -3.002, 1.399], [1.351, -4.728, 0.434], [-0.050, -4.226, -1.623], [-1.026, -2.674, -3.162], [-0.202, -1.101, -3.318], [-1.581, -1.281, -2.237]],
  "forces_ev_per_a": [[-0.38, 0.49, 0.05], [-0.02, 0.01, -0.01], [0.01, 0.02, 0.00], [-0.01, 0.01, 0.00], [0.08, -0.01, 0.03], [-0.21, -0.12, -0.01], [0.26, -0.11, 0.16], [0.00, -0.06, -0.04], [-0.07, 0.15, -0.04], [0.06, -0.15, 0.01], [0.03, 0.05, 0.01], [-0.01, -0.06, -0.02], [0.03, 0.04, 0.02], [0.00, 0.01, 0.00], [-0.06, -0.01, -0.03], [-0.02, -0.03, -0.01], [0.16, 0.06, 0.09], [-0.08, -0.09, -0.02], [-0.14, 0.05, -0.11], [0.16, -0.33, 0.23], [0.02, 0.35, 0.38], [-0.07, -0.04, -0.04], [0.10, 0.07, 0.07], [0.15, -0.04, -0.15], [-0.16, -0.08, 0.05], [0.13, 0.11, -0.02], [0.03, -0.05, 0.02], [0.04, 0.02, 0.02], [0.01, -0.02, 0.01], [-0.03, -0.02, 0.00], [0.00, 0.04, -0.02], [-0.06, 0.01, 0.00], [-0.01, -0.09, -0.10], [-0.08, -0.02, -0.01], [0.04, -0.01, -0.03], [0.01, 0.03, 0.02], [0.00, -0.03, -0.02], [0.01, 0.18, 0.08], [0.02, 0.08, -0.14], [-0.01, 0.05, -0.03], [-0.01, -0.04, 0.01], [0.00, 0.00, 0.00], [-0.01, 0.00, 0.00], [0.00, -0.01, 0.00], [-0.01, 0.00, 0.00], [0.00, 0.00, 0.00], [0.00, 0.00, 0.00], [0.02, 0.00, 0.02], [-0.01, 0.00, 0.00], [-0.01, 0.00, 0.00], [0.00, -0.01, 0.00], [0.02, -0.01, 0.00], [-0.01, -0.01, 0.01], [0.00, -0.01, -0.01], [0.01, 0.00, 0.00], [0.01, 0.01, 0.01], [0.01, 0.01, 0.00], [0.06, -0.01, 0.01], [-0.09, -0.18, -0.14], [0.06, 0.09, -0.02], [0.03, -0.04, 0.01], [0.01, 0.01, -0.02], [-0.04, -0.01, 0.00], [0.06, -0.29, -0.28], [-0.01, 0.00, 0.01], [0.00, 0.02, 0.00], [0.00, 0.00, -0.01], [0.00, -0.01, 0.00], [-0.02, 0.00, -0.02], [0.02, -0.01, 0.01], [0.02, 0.00, -0.01], [0.00, 0.03, 0.00]],
  "mulliken_charge": [0.24, -0.63, -0.58, -0.43, 0.36, -0.61, 0.48, -0.66, -0.42, -0.64, 0.44, -0.26, -0.58, -0.62, -0.23, 0.19, -0.19, -0.61, 0.04, -0.66, 4.91, -0.40, 0.02, 0.57, -1.33, -0.37, 1.12, -0.28, -0.58, -0.64, -0.61, 0.19, -1.48, -0.47, -0.86, -0.66, -0.29, 0.39, 0.28, 0.43, -0.25, 0.39, 0.40, 0.54, 0.56, 0.40, 0.40, 0.53, 0.57, 0.40, 0.40, 0.49, 0.53, 0.44, 0.41, 0.54, 0.52, -1.96, 0.61, -0.38, -1.72, 0.93, -1.36, -0.92, 0.54, 0.30, 0.27, 0.57, 0.32, 0.47, 0.32, 0.16],
  "max_force_ev_per_a": 0.6,
  "de_lowest_kcal_mol": 39.05,
  "homo_lumo_gap_ev": [5.120, 5.000],
  "spin_multiplicity": 4,
  "e_homo_ev": [-6.3179, -6.2325],
  "charge": 0,
  "s_squared": 4.108
}


# 2
{
  "formula": "C6H13NO",
  "method": "ωB97M-V with the def2-TZVPD basis set",
  "species": ["C", "N", "C", "C", "C", "C", "C", "H", "H", "H", "H", "H", "H", "H", "H", "H", "H", "H", "O", "H", "H"],
  "coordinates": [[2.581, -1.764, -1.018], [2.826, -0.517, -0.999], [1.679, 0.333, -0.897], [1.177, 0.930, 0.170], [0.092, 1.995, -0.047], [-1.092, 1.672, 0.830], [-1.464, 0.185, 1.139], [1.690, -2.139, -0.505], [3.311, -2.530, -1.184], [1.391, 0.679, -1.894], [1.299, 0.696, 1.229], [-0.361, 2.004, -1.032], [0.487, 2.985, 0.131], [-2.014, 2.239, 0.496], [-1.237, 2.121, 1.823], [-1.173, 0.076, 2.187], [-2.525, -0.003, 0.990], [-0.964, -0.451, 0.423], [-1.873, -2.933, -0.974], [-1.490, -2.152, -0.570], [-2.342, -3.428, -0.298]],
  "forces_ev_per_a": [[-0.22, 0.52, 2.10], [-0.75, -0.77, -1.15], [1.49, 0.30, 0.12], [-1.44, 0.88, -0.50], [-0.03, -1.15, 0.66], [-3.60, 1.09, 1.45], [0.16, 1.26, -0.63], [-0.58, -0.09, -0.81], [0.83, 0.00, -0.38], [-0.08, -0.07, 0.32], [0.74, -0.16, -0.40], [0.70, -0.20, -0.58], [0.06, 0.35, 0.23], [0.77, -0.89, -0.83], [1.65, 0.27, 0.18], [-0.05, -0.99, -0.38], [-0.13, 0.13, 0.32], [0.47, -0.45, 0.30], [0.05, -0.17, -0.46], [-0.12, -0.04, 0.27], [0.07, 0.19, 0.19]],
  "nbo_charge": [-0.03, -0.39, -0.06, -0.23, -0.43, -0.41, -0.62, 0.14, 0.17, 0.20, 0.21, 0.21, 0.22, 0.20, 0.20, 0.21, 0.22, 0.19, -0.94, 0.47, 0.47],
  "max_force_ev_per_a": 4.0,
  "de_lowest_kcal_mol": 77.94,
  "homo_lumo_gap_ev": 9.828,
  "spin_multiplicity": 1,
  "e_homo_ev": -9.0365,
  "charge": 0
}


# 3
{
  "formula": "H28K2O18P",
  "method": "ωB97M-V with the def2-TZVPD basis set",
  "species": ["K", "K", "P", "O", "O", "O", "O", "O", "H", "H", "O", "H", "H", "O", "H", "H", "O", "H", "H", "O", "H", "H", "O", "H", "H", "O", "H", "H", "O", "H", "H", "O", "H", "H", "O", "H", "H", "O", "H", "H", "O", "H", "H", "O", "H", "H", "O", "H", "H"],
  "coordinates": [[-3.183, 1.090, 0.808], [-1.013, -3.110, -2.133], [-0.401, -0.159, -0.215], [-0.692, 1.355, -0.078], [-1.752, -1.026, -0.224], [0.423, -0.593, 1.028], [0.372, -0.462, -1.495], [1.208, -2.396, 2.781], [0.856, -1.709, 2.161], [0.708, -2.297, 3.595], [2.994, 0.259, 0.046], [3.468, -0.163, 0.769], [2.089, -0.100, 0.112], [-1.070, -3.276, 1.045], [-0.362, -2.914, 1.588], [-1.413, -2.499, 0.537], [1.652, -2.758, -0.695], [1.489, -2.817, 0.251], [1.144, -1.964, -0.980], [1.455, 2.841, 0.730], [2.233, 2.277, 0.806], [0.737, 2.238, 0.451], [2.424, -1.027, -3.481], [2.278, -0.103, -3.716], [1.979, -1.113, -2.627], [2.642, 1.896, -2.369], [1.719, 2.107, -2.548], [2.619, 1.394, -1.538], [-1.527, 3.818, 0.550], [-1.195, 3.978, 1.439], [-1.150, 2.952, 0.299], [2.248, 0.694, 2.910], [1.719, 0.521, 3.691], [1.695, 0.390, 2.166], [-3.999, -1.137, -1.693], [-3.155, -1.099, -1.185], [-4.679, -1.270, -1.026], [-0.063, 1.006, -3.957], [0.093, 0.388, -3.226], [-0.278, 1.848, -3.526], [-0.731, 3.040, -2.198], [-0.248, 3.708, -1.700], [-0.707, 2.245, -1.616], [-1.157, 0.088, 3.202], [-0.634, -0.249, 3.933], [-0.668, -0.178, 2.390], [-3.741, -1.743, 1.567], [-3.518, -2.325, 2.298], [-2.907, -1.642, 1.075]],
  "forces_ev_per_a": [[0.21, 0.03, 0.06], [0.34, 0.58, 0.43], [-0.26, -0.22, 0.03], [-0.75, -1.07, -0.21], [0.58, 0.86, 0.06], [-0.40, 0.07, -0.05], [-0.25, -0.47, -0.04], [-0.23, -0.16, -0.11], [0.36, 0.18, 0.08], [0.01, -0.06, 0.02], [-0.17, 0.03, 0.02], [0.04, 0.05, 0.00], [0.32, -0.10, 0.02], [-0.66, -0.29, -0.48], [0.17, -0.14, 0.10], [0.52, -0.10, 0.40], [-0.39, -0.37, -0.47], [0.02, 0.02, 0.04], [0.47, 0.17, 0.27], [-0.15, 0.16, -0.02], [-0.03, -0.03, -0.03], [0.35, 0.10, 0.12], [-0.11, -0.43, -0.18], [0.06, 0.15, 0.14], [0.20, 0.28, -0.06], [-0.10, -0.01, 0.00], [0.05, -0.01, 0.00], [0.20, 0.07, -0.17], [-0.58, 0.00, 0.26], [0.24, 0.00, -0.08], [0.09, 0.12, 0.08], [0.12, -0.10, -0.08], [-0.02, 0.03, -0.01], [-0.03, 0.15, 0.20], [-0.07, 0.04, 0.01], [0.09, 0.13, -0.01], [0.03, -0.22, 0.01], [0.02, -0.18, -0.29], [-0.01, 0.10, 0.14], [-0.05, -0.02, -0.05], [0.04, -0.25, -0.15], [0.01, 0.02, 0.07], [-0.04, 0.44, 0.09], [-0.34, -0.02, -0.14], [-0.02, 0.04, 0.03], [0.27, 0.12, 0.05], [-0.32, 0.25, -0.01], [0.07, 0.00, 0.00], [0.09, 0.06, -0.07]],
  "nbo_charge": [0.97, 0.98, 2.60, -1.30, -1.34, -1.31, -1.28, -0.99, 0.51, 0.45, -0.99, 0.48, 0.50, -1.03, 0.49, 0.48, -1.00, 0.48, 0.49, -1.00, 0.48, 0.49, -0.98, 0.49, 0.48, -0.97, 0.47, 0.49, -0.99, 0.47, 0.50, -0.96, 0.45, 0.50, -1.00, 0.50, 0.46, -1.01, 0.49, 0.49, -1.00, 0.49, 0.51, -1.00, 0.46, 0.51, -1.00, 0.48, 0.50],
  "max_force_ev_per_a": 1.3,
  "de_lowest_kcal_mol": 0.00,
  "homo_lumo_gap_ev": 8.454,
  "spin_multiplicity": 1,
  "e_homo_ev": -6.9703,
  "charge": -1
}


# 4
{
  "formula": "C7H12",
  "method": "ωB97M-V with the def2-TZVPD basis set",
  "species": ["C", "C", "C", "C", "C", "C", "C", "H", "H", "H", "H", "H", "H", "H", "H", "H", "H", "H", "H"],
  "coordinates": [[-1.505, 0.773, -1.411], [-1.104, -0.367, -0.562], [-1.861, -1.502, -0.508], [1.206, 0.122, -0.350], [0.150, -0.181, 0.308], [0.079, -0.276, 1.775], [2.522, 0.431, 0.203], [-1.765, 0.465, -2.518], [-2.485, 1.244, -1.179], [-0.828, 1.605, -1.419], [-1.773, -2.116, 0.305], [-2.691, -1.577, -1.142], [1.145, 0.636, -1.346], [1.029, -0.316, 2.318], [-0.539, 0.549, 2.314], [-0.279, -1.102, 2.301], [2.876, -0.425, 0.651], [3.152, 0.749, -0.673], [2.670, 1.288, 0.935]],
  "forces_ev_per_a": [[-1.78, 0.32, -2.83], [-0.75, -1.16, 1.53], [1.68, 3.34, -0.66], [1.83, 3.33, -2.17], [-3.98, -1.06, 0.00], [0.11, 1.75, 2.40], [1.44, 2.67, -0.85], [0.93, 0.33, 1.65], [0.56, -0.55, 0.58], [0.57, 0.18, -0.19], [0.49, -1.96, 1.61], [-1.12, -0.21, -0.77], [-0.58, -1.52, 0.44], [0.56, 0.87, -0.66], [1.02, -0.85, -1.35], [-1.59, -2.20, -0.15], [1.48, -1.83, 1.10], [-0.03, -0.61, 0.89], [-0.83, -0.86, -0.56]],
  "nbo_charge": [-0.84, -0.02, -0.50, -0.30, -0.11, -0.86, -0.76, 0.19, 0.22, 0.21, 0.19, 0.18, 0.19, 0.21, 0.21, 0.21, 0.20, 0.19, 0.20],
  "max_force_ev_per_a": 4.4,
  "de_lowest_kcal_mol": 44.18,
  "homo_lumo_gap_ev": [2.703, 9.328],
  "spin_multiplicity": 2,
  "e_homo_ev": [1.3538, -5.0782],
  "charge": -1,
  "s_squared": 0.750
}


| no. | electronic energy (eV) |
| --- | --- |
| 1 | -81630.276 |
| 2 | -9967.795 |
| 3 | -79260.766 |
| 4 | -7449.564 |